Molecular formula: C20H28N2ReSi
Method: DFT, ωB97M-V with the def2-TZVPD basis set

Element x y z (Å)
C: 0.2361 2.0104 2.0936
C: -0.7783 2.1042 1.0882
C: -2.0087 1.6244 1.6687
H: -0.7330 2.6595 0.1447
C: -1.7383 1.2225 3.0147
C: -0.3623 1.4538 3.2759
H: 0.1387 1.3179 4.2302
H: 1.2612 2.3937 2.0341
H: -2.9802 1.7424 1.1959
H: -2.4664 0.9764 3.7654
Re: -0.5787 0.0823 1.6677
C: -1.1693 -1.6662 -0.3505
H: -2.0942 -1.4455 0.2248
H: -0.6004 -2.4645 0.1537
H: -1.5273 -2.1246 -1.3103
Si: 0.1480 -0.1619 -1.1927
C: 1.7668 -0.7370 -2.1373
C: 2.6902 0.3133 -2.3550
H: 2.4057 1.3459 -2.1168
C: 3.9695 0.0617 -2.8865
H: 4.6796 0.8809 -3.0315
C: 4.3679 -1.2453 -3.2018
H: 5.3909 -1.4391 -3.5658
C: 3.5097 -2.2922 -2.8256
H: 3.8516 -3.3204 -2.9508
C: 2.2624 -2.0484 -2.2134
H: 1.6523 -2.8846 -1.8728
C: -1.1793 0.8542 -2.2145
C: -0.7944 1.5483 -3.3788
H: 0.1593 1.3690 -3.8882
C: -1.6386 2.5278 -3.9102
H: -1.2976 3.1366 -4.7569
C: -2.8977 2.7458 -3.3295
H: -3.5599 3.5238 -3.6992
C: -3.3413 1.9518 -2.2626
H: -4.3116 2.0896 -1.7811
C: -2.5037 0.9498 -1.7616
H: -2.8764 0.2481 -1.0097
H: 0.7662 -0.5225 0.3020
H: 0.8198 1.1813 -0.9857
N: 1.2652 -0.9322 2.5368
C: 0.9336 -1.7086 3.7577
C: -0.5428 -1.9212 4.0257
N: -1.3388 -1.6332 2.7843
H: 1.6374 -1.5390 1.7965
H: 2.0387 -0.2939 2.7515
H: 1.4582 -2.6520 3.7245
H: 1.3159 -1.1273 4.5998
H: -0.8509 -2.9549 4.1895
H: -0.8822 -1.2856 4.8675
H: -2.3415 -1.4757 2.9424
H: -1.3311 -2.4396 2.1530

Its lowest unoccupied orbital energy (spin up / spin down) is -6.14 / -9.29 eV. As for the electronic energy: -1255.40046 hartree. Its spin multiplicity is 4. The expectation value of S² is 3.7686. Its HOMO energy (spin up / spin down) is -14.2 / -14.3 eV. Its largest force on an atom is 0.10559 hartree/bohr. The charge is +2.

Molecular formula: C20H28N4O2S
Method: DFT, ωB97M-V with the def2-TZVPD basis set

Element x y z (Å)
C: -3.6152 -3.7986 -0.2524
O: -4.4353 -2.8217 0.3451
C: -4.1195 -1.4986 0.0079
C: -2.8222 -0.9609 0.6519
N: -1.6920 -0.9944 -0.2336
C: -1.4102 -0.1683 -1.2892
C: -2.2482 0.9847 -1.7092
C: -2.2142 2.0456 -0.6354
C: -0.9913 2.5507 -0.2107
C: -0.9360 3.4975 0.7948
C: -2.1034 3.9538 1.3844
C: -3.3252 3.4607 0.9618
C: -3.3804 2.5074 -0.0414
N: -0.2564 -0.4821 -1.8064
N: 0.2541 -1.5145 -1.1125
C: -0.6003 -1.8077 -0.1716
S: -0.3153 -2.9653 1.0972
C: 1.4636 -2.6121 1.2319
C: 1.6182 -1.0927 1.3238
O: 0.7355 -0.4191 1.8272
N: 2.7453 -0.5538 0.8273
C: 3.8302 -1.2751 0.1992
C: 3.7524 -1.1045 -1.3179
C: 3.8624 0.3806 -1.6488
C: 2.7559 1.1415 -0.9228
C: 2.7662 0.8881 0.5917
C: 3.9263 1.5705 1.3133
H: -4.0806 -4.7580 -0.0366
H: -3.5591 -3.6564 -1.3388
H: -2.6018 -3.7937 0.1628
H: -4.9659 -0.9113 0.3712
H: -4.0567 -1.3937 -1.0871
H: -2.9696 0.0753 0.9677
H: -2.5800 -1.5643 1.5309
H: -1.8202 1.3726 -2.6359
H: -3.2766 0.6711 -1.8982
H: -0.0841 2.1920 -0.6731
H: 0.0201 3.8790 1.1211
H: -2.0609 4.6915 2.1717
H: -4.2393 3.8135 1.4164
H: -4.3380 2.1228 -0.3659
H: 1.8128 -3.1043 2.1393
H: 1.9318 -3.0384 0.3494
H: 3.8108 -2.3243 0.4890
H: 4.7706 -0.8540 0.5695
H: 4.5521 -1.6707 -1.7976
H: 2.7889 -1.4794 -1.6693
H: 4.8449 0.7552 -1.3523
H: 3.7589 0.5329 -2.7239
H: 2.8455 2.2136 -1.1059
H: 1.7984 0.7998 -1.3226
H: 1.8332 1.2687 1.0214
H: 3.7957 2.6482 1.2605
H: 4.8876 1.3247 0.8709
H: 3.9365 1.2759 2.3601

Its lowest unoccupied orbital energy is 0.70 eV. As for the electronic energy: -1546.60593 hartree. As for the structure (SMILES): COCCn1c(Cc2ccccc2)nnc1SCC(=O)N1CCCC[C@@H]1C. Its HOMO energy is -8.5 eV. Its largest force on an atom is 0.02124 hartree/bohr.

Molecular formula: C20H28N4O3
Method: DFT, ωB97M-V with the def2-TZVPD basis set

Element x y z (Å)
O: 1.5116 2.5363 -3.1854
C: 1.4273 1.8347 -2.1964
C: 0.0869 1.4966 -1.5472
C: -0.0271 2.0748 -0.1264
N: -0.5557 1.0976 0.8076
N: -1.8755 1.2152 1.0834
C: -2.5090 0.2606 1.6516
C: -3.9353 0.4520 1.9000
C: -4.4676 1.7435 1.9108
C: -5.8130 1.9472 2.1407
C: -6.6536 0.8667 2.3598
C: -6.1387 -0.4186 2.3406
C: -4.7908 -0.6285 2.1156
C: -1.8151 -1.0227 2.0330
C: -0.3710 -0.7033 2.4095
C: 0.2769 0.1854 1.3707
O: 1.4603 0.1398 1.0802
N: 2.4871 1.3061 -1.5603
C: 3.8275 1.4866 -2.0635
C: 4.2670 0.3588 -3.0032
C: 4.5877 -0.9405 -2.2658
N: 3.4772 -1.4436 -1.4758
C: 3.9134 -2.4229 -0.4945
C: 2.7229 -2.8246 0.3729
O: 1.6844 -3.3818 -0.4059
C: 1.2696 -2.4590 -1.3826
C: 2.4237 -2.0278 -2.2876
H: -0.0029 0.4092 -1.5057
H: -0.7087 1.8796 -2.1854
H: 0.9583 2.3800 0.2353
H: -0.7031 2.9290 -0.1068
H: -3.8023 2.5746 1.7396
H: -6.2109 2.9511 2.1514
H: -7.7059 1.0255 2.5422
H: -6.7913 -1.2641 2.5015
H: -4.4121 -1.6390 2.0866
H: -1.8359 -1.7032 1.1739
H: -2.3171 -1.5118 2.8672
H: -0.3429 -0.1599 3.3604
H: 0.2255 -1.6093 2.5222
H: 2.3616 0.6498 -0.7989
H: 4.5131 1.5571 -1.2161
H: 3.8322 2.4295 -2.6176
H: 3.4866 0.2036 -3.7484
H: 5.1689 0.6745 -3.5307
H: 4.9347 -1.6947 -2.9962
H: 5.4123 -0.7457 -1.5739
H: 4.6807 -1.9735 0.1392
H: 4.3339 -3.3226 -0.9800
H: 3.0094 -3.5918 1.0943
H: 2.3590 -1.9317 0.8982
H: 0.4877 -2.9524 -1.9638
H: 0.8542 -1.5682 -0.8886
H: 2.0592 -1.2862 -2.9998
H: 2.7910 -2.9075 -2.8482

Its lowest unoccupied orbital energy is 0.22 eV. As for the electronic energy: -1223.66383 hartree. As for the structure (SMILES): O=C(CCN1N=C(c2ccccc2)CCC1=O)NCCCN1CCOCC1. Its HOMO energy is -8.6 eV. Its largest force on an atom is 0.02043 hartree/bohr.

Molecular formula: C20H28N4O4
Method: DFT, ωB97M-V with the def2-TZVPD basis set

Element x y z (Å)
C: -5.1828 -2.1627 2.1136
C: -6.1455 -2.1368 0.9379
H: -6.7999 -1.1851 1.0870
H: -6.8489 -3.0668 0.9635
C: -5.6782 -2.2106 -0.6231
N: -5.0654 -0.8776 -0.6381
C: -3.7727 -0.6996 -0.3444
C: -3.4611 0.8091 -0.8547
C: -2.2858 1.5483 -0.7315
C: -1.1246 1.2328 0.1670
C: -1.2265 0.5216 1.2241
N: -1.2920 -0.3233 1.9803
C: 0.0468 1.9537 -0.0440
O: 0.1999 3.1075 -0.6994
O: 0.9421 1.7803 0.8716
C: 2.1108 2.4623 1.1060
H: 2.1603 3.1680 0.3240
C: 3.3211 1.5512 0.6663
O: 4.5733 2.1837 0.3789
N: 3.0113 0.3491 0.5423
C: 3.8174 -0.7957 -0.0741
O: 3.2223 -1.7780 0.0402
N: 5.1372 -0.3534 -0.1184
H: 5.3366 0.5542 0.1431
C: 6.1819 -1.2320 -0.8437
C: 7.5675 -0.5824 -0.6961
H: 7.7445 -0.3652 0.2814
H: 8.3355 -1.0905 -1.0317
H: 7.3092 0.1679 -1.2953
C: 6.3459 -2.5647 0.5016
H: 5.3806 -2.9497 0.4587
H: 7.0577 -3.2483 0.0047
H: 6.5948 -2.0753 1.4260
C: 5.7980 -2.1069 -1.9942
H: 4.8441 -2.5805 -1.9020
H: 6.6339 -2.4639 -2.2694
H: 5.7467 -1.1739 -2.8754
H: 2.0801 0.0502 0.8793
H: 2.3501 2.9355 1.9995
H: -2.2748 2.5425 -1.1554
C: -4.6124 1.2920 -0.9288
C: -5.7759 0.4641 -0.7866
C: -7.1924 0.4424 -1.2761
H: -7.4268 -0.3076 -2.1067
H: -7.7978 0.2717 -0.5103
H: -7.1802 1.4438 -1.5916
H: -4.7738 2.2942 -1.2732
C: -2.5635 -1.8170 -0.3211
H: -2.5574 -1.8933 0.5740
H: -1.8519 -1.2648 -0.6525
H: -2.9569 -2.4864 -1.0045
H: -6.4807 -2.0754 -1.2608
H: -4.8212 -2.8003 -0.7198
H: -4.5179 -3.1099 2.0027
H: -4.5074 -1.3305 2.1218
H: -5.6598 -2.1322 3.2172

Its lowest unoccupied orbital energy is -1.01 eV. As for the electronic energy: -1298.39735 hartree. Its HOMO energy is -8.0 eV. Its largest force on an atom is 0.24974 hartree/bohr.

Molecular formula: C20H28N4O4
Method: DFT, ωB97M-V with the def2-TZVPD basis set

Element x y z (Å)
C: -3.3772 -5.4437 2.3094
C: -3.7127 -4.0097 2.7592
O: -4.3256 -3.3573 1.6579
N: -3.4089 -2.4601 1.0636
C: -2.3688 -2.3488 1.7885
C: -1.1867 -1.5330 1.4809
O: -0.2093 -1.4810 2.2279
N: -1.2340 -0.8439 0.3265
C: -0.1741 0.0291 -0.1733
C: -0.1560 1.4017 0.5287
C: 0.9232 2.3710 -0.0016
C: 0.7177 3.8030 0.5492
C: 1.8440 4.7588 0.1072
C: 3.2411 4.1733 0.4192
N: 3.3309 2.8570 -0.2505
C: 3.6946 2.7520 -1.5625
O: 3.1838 1.9236 -2.3211
C: 4.7718 3.6666 -2.1134
C: 5.8542 4.0983 -1.3282
C: 6.8377 4.9290 -1.8648
C: 6.7708 5.3261 -3.1964
N: 7.7745 6.1607 -3.6906
C: 5.7164 4.8746 -4.0083
O: 5.6313 5.2332 -5.3334
C: 4.7345 4.0448 -3.4648
C: 2.3690 1.8770 0.3011
C: -2.4881 -3.1475 3.0671
C: -2.6383 -2.2985 4.3506
H: -2.9176 -6.0141 3.1166
H: -4.2781 -5.9738 1.9996
H: -2.6895 -5.4456 1.4627
H: -4.4184 -4.0433 3.5921
H: -2.0720 -0.9508 -0.2254
H: 0.7975 -0.4630 -0.0828
H: -0.2975 0.1718 -1.2488
H: -1.1402 1.8589 0.4151
H: -0.0165 1.2562 1.6017
H: 0.8259 2.4324 -1.0884
H: -0.2645 4.1882 0.2700
H: 0.7045 3.7628 1.6402
H: 1.7608 4.9778 -0.9590
H: 1.7304 5.7186 0.6124
H: 4.0604 4.8559 0.1989
H: 3.3403 3.9929 1.4912
H: 5.9540 3.7800 -0.2998
H: 7.6628 5.2595 -1.2507
H: 8.2448 5.6983 -4.4553
H: 7.3642 7.0277 -4.0053
H: 4.9131 4.7970 -5.7951
H: 3.9288 3.6910 -4.0926
H: 2.5260 1.8017 1.3783
H: 2.5905 0.8699 -0.0580
H: -1.5995 -3.7725 3.1783
H: -1.7675 -1.6606 4.5125
H: -3.5158 -1.6509 4.3062
H: -2.7396 -2.9319 5.2324

Its lowest unoccupied orbital energy is 0.64 eV. As for the electronic energy: -1298.88994 hartree. As for the structure (SMILES): C[C@@H]1ON=C(C(=O)NCC[C@H]2CCCN(C(=O)c3ccc(N)c(O)c3)C2)[C@H]1C. Its HOMO energy is -8.7 eV. Its largest force on an atom is 0.04159 hartree/bohr.

Molecular formula: C20H28N4O4S3Y
Method: DFT, ωB97M-V with the def2-TZVPD basis set

Element x y z (Å)
Y: -0.3547 0.3549 -0.3801
C: 1.6568 -0.6016 -4.7256
N: 1.3208 -1.7470 -3.8796
C: 1.2856 -3.0849 -4.4735
C: 0.9638 -1.5386 -2.6265
O: 0.9500 -0.3937 -2.1254
C: 0.5714 -2.7332 -1.7664
O: 0.3143 -2.2732 -0.4599
C: 0.9994 -2.8547 0.6174
C: 1.2746 -1.7453 1.6254
O: 0.8272 -0.6043 1.3886
N: 1.9577 -2.0202 2.7235
C: 2.1809 -0.9927 3.7375
C: 2.4355 -3.3522 3.0751
H: 2.2820 -0.9536 -5.5413
H: 2.2001 0.1368 -4.1435
H: 0.7528 -0.1452 -5.1290
H: 1.3956 -2.9831 -5.5487
H: 0.3301 -3.5725 -4.2867
H: 2.1022 -3.7036 -4.1009
H: 1.3629 -3.4877 -1.7808
H: -0.3384 -3.1864 -2.1696
H: 1.9277 -3.3372 0.2987
H: 0.3692 -3.6126 1.0972
H: 1.9008 -0.0242 3.3407
H: 3.2344 -0.9945 4.0136
H: 1.5804 -1.2142 4.6200
H: 2.1912 -4.0825 2.3118
H: 1.9725 -3.6664 4.0106
H: 3.5168 -3.3280 3.2065
S: -2.3225 -0.8658 -1.5244
C: -3.6001 -0.4841 -0.3625
C: -4.6459 -1.3937 -0.2130
C: -5.6991 -1.1624 0.6570
C: -6.7481 -2.1404 0.7571
N: -7.5877 -2.9199 0.8343
C: -5.7159 0.0113 1.4162
C: -4.6753 0.9156 1.2878
C: -3.6094 0.6881 0.4203
S: -2.3061 1.8860 0.3843
C: -6.7777 0.2933 2.3438
N: -7.6252 0.5168 3.0857
H: -4.6448 -2.3007 -0.8018
H: -4.6844 1.8170 1.8849
C: 0.2278 5.9724 0.6956
C: 0.1220 4.4543 0.7542
S: 1.2795 3.7017 -0.3823
O: 0.8879 2.2243 -0.4632
C: 2.7541 3.6838 0.6246
C: 3.9211 3.0563 -0.1143
H: -0.4998 6.4034 1.3811
H: 0.0136 6.3447 -0.3047
H: 1.2105 6.3334 0.9987
H: -0.8513 4.0939 0.4178
H: 0.3065 4.0488 1.7511
H: 2.4917 3.1411 1.5357
H: 2.9449 4.7277 0.8830
H: 3.7034 2.0251 -0.3894
H: 4.7983 3.0566 0.5313
H: 4.1685 3.6130 -1.0175

Its lowest unoccupied orbital energy is -2.59 eV. As for the electronic energy: -2531.73426 hartree. Its HOMO energy is -9.8 eV. Its largest force on an atom is 0.01516 hartree/bohr. The charge is +1.

Molecular formula: C20H28N4O5S
Method: DFT, ωB97M-V with the def2-TZVPD basis set

Element x y z (Å)
C: 2.9977 3.0770 4.8955
C: 2.7023 1.8527 4.0692
C: 2.8245 0.6083 4.6405
C: 2.5581 -0.5933 3.8777
O: 2.6593 -1.6624 4.4667
N: 2.1857 -0.5218 2.5375
C: 1.9431 -1.7567 1.7739
C: 2.0589 0.7484 1.9291
C: 1.6987 0.8532 0.5817
C: 1.5390 2.0737 -0.0508
N: 1.1470 2.0468 -1.3732
S: 2.3370 2.3832 -2.5396
C: 1.5496 3.5799 -3.6140
O: 3.5461 2.9693 -1.9462
O: 2.5990 1.1436 -3.2764
C: 1.7535 3.2475 0.6630
C: 2.1371 3.1839 2.0081
C: 2.2917 1.9402 2.6555
H: 3.2892 2.8057 5.9148
H: 3.8173 3.6446 4.4446
H: 2.1110 3.7153 4.9522
H: 3.1242 0.4826 5.6734
H: 2.6658 -1.8406 0.9561
H: 0.9310 -1.7509 1.3594
H: 2.0363 -2.6600 2.3839
H: 1.5633 -0.0377 -0.0111
H: 0.7623 1.1370 -1.6404
H: 0.6503 3.1390 -4.0437
H: 2.2444 3.8494 -4.4097
H: 1.2909 4.4651 -3.0339
H: 1.6340 4.2044 0.1677
H: 2.3129 4.1151 2.5366
C: 0.2607 -3.0788 -3.0675
N: -0.9074 -2.5768 -2.3456
C: -0.9462 -1.3922 -1.7239
O: 0.0311 -0.6484 -1.6876
C: -2.2421 -0.9439 -1.0228
C: -2.1048 -1.0817 0.4993
C: -3.5425 -1.2824 0.9727
C: -4.1492 -2.1104 -0.1556
N: -3.4675 -1.6791 -1.3680
C: -3.9778 -1.7640 -2.6122
C: -5.2761 -2.5218 -2.8310
O: -3.4173 -1.2779 -3.5854
H: 1.1154 -3.1464 -2.3914
H: 0.5143 -2.3886 -3.8756
H: 0.0520 -4.0630 -3.4886
H: -1.7609 -3.1091 -2.3906
H: -2.4023 0.1073 -1.2647
H: -1.5160 -1.9667 0.7470
H: -1.6552 -0.1914 0.9412
H: -3.5871 -1.8053 1.9286
H: -4.0492 -0.3181 1.0347
H: -5.2237 -1.9313 -0.2045
H: -3.9524 -3.1697 0.0158
H: -5.2034 -3.5160 -2.3950
H: -5.4558 -2.6135 -3.9014
H: -6.0978 -1.9735 -2.3762

Its lowest unoccupied orbital energy is 0.35 eV. As for the electronic energy: -1772.38127 hartree. As for the structure (SMILES): Cc1cc(=O)n(C)c2cc(NS(C)(=O)=O)ccc12.CNC(=O)[C@@H]1CCCN1C(C)=O. Its HOMO energy is -8.0 eV. Its largest force on an atom is 0.05743 hartree/bohr.

Molecular formula: C20H28N8O2
Method: DFT, ωB97M-V with the def2-TZVPD basis set

Element x y z (Å)
C: -2.9132 -0.5872 -1.3633
N: -3.5159 0.2112 -0.2785
C: -4.7352 -0.2762 0.3947
C: -3.0319 1.4817 0.0109
N: -3.6053 2.1588 0.9990
C: -3.1384 3.3668 1.2778
C: -2.0879 3.9036 0.5717
C: -1.5394 3.1487 -0.4455
C: -0.4305 3.6603 -1.2462
C: 0.3241 4.8720 -0.9937
N: 1.2576 5.0667 -1.8928
N: 1.1485 4.0171 -2.7488
N: 1.9483 3.8567 -3.8443
C: 1.7379 2.8000 -4.6010
C: 0.6913 1.8055 -4.3131
C: -0.1153 1.9683 -3.2083
C: 0.1299 3.1415 -2.3802
N: -2.0190 1.9412 -0.7119
H: -1.8306 -0.6716 -1.2269
H: -3.1112 -0.1207 -2.3335
H: -3.3226 -1.6017 -1.3818
H: -5.0269 -1.2632 0.0232
H: -5.5698 0.4103 0.2185
H: -4.5673 -0.3581 1.4735
H: -3.5957 3.9423 2.0768
H: -1.7329 4.8942 0.8182
H: 0.1516 5.5450 -0.1595
H: 2.3649 2.6568 -5.4753
H: 0.5630 0.9538 -4.9725
H: -0.9013 1.2626 -2.9567
C: 0.2639 -3.5883 4.6065
N: 0.9932 -2.9113 3.5364
C: 1.0220 -3.3437 2.2686
O: 0.4590 -4.3754 1.9108
C: 1.7624 -2.4796 1.2413
N: 2.4871 -3.3546 0.2970
C: 3.7299 -3.2450 -0.1716
C: 4.6426 -2.1472 0.3359
O: 4.1481 -4.0347 -1.0024
C: 0.7545 -1.5681 0.4993
C: -0.0441 -0.6762 1.4614
C: 1.4360 -0.6394 -0.5139
H: 0.4923 -3.1350 5.5719
H: 0.5405 -4.6445 4.6298
H: -0.8095 -3.5161 4.4195
H: 1.4652 -2.0489 3.7581
H: 2.4672 -1.8462 1.7760
H: 1.9803 -4.1634 -0.0370
H: 4.7710 -2.2532 1.4101
H: 5.6110 -2.2467 -0.1530
H: 4.2193 -1.1759 0.0970
H: 0.0479 -2.1971 -0.0433
H: -0.6684 0.0120 0.8930
H: -0.7085 -1.2795 2.0796
H: 0.6284 -0.0958 2.0924
H: 0.6841 -0.0300 -1.0170
H: 2.1386 0.0211 -0.0062
H: 1.9592 -1.2235 -1.2707

Its lowest unoccupied orbital energy is -0.13 eV. As for the electronic energy: -1367.45217 hartree. As for the structure (SMILES): CN(C)c1nccc(-c2cnn3ncccc23)n1.CNC(=O)[C@@H](NC(C)=O)C(C)C. Its HOMO energy is -8.3 eV. Its largest force on an atom is 0.04091 hartree/bohr.